(1)
Formula: C3H5N2
Source: the Open Molecules 2025 dataset
Level of theory: the ωB97M-V functional and the def2-TZVPD basis

The HOMO-LUMO gap (alpha / beta) comes out at 6.630 / 8.678 eV. As for the total charge: +1. The LUMO energy (alpha / beta) comes out at -5.160 / -7.333 eV. The spin multiplicity is 3.

Last column: Mulliken charge in e.
CARTESIAN COORDINATES (ANGSTROEM)
C -0.915 -0.114 -1.460  -0.18
C 1.578 0.345 0.969  0.09
C -1.550 0.927 -1.038  0.04
N -0.716 0.257 -0.141  -0.58
N 1.188 -0.790 1.340  -0.16
H -0.315 -0.758 -2.065  0.33
H 0.858 0.920 0.478  0.47
H -2.081 1.910 -1.076  0.33
H 0.193 -1.262 1.156  0.40
H 1.760 -1.437 1.838  0.26


(2)
Formula: C3H5N2
Source: the Open Molecules 2025 dataset
Level of theory: the ωB97M-V functional and the def2-TZVPD basis

The HOMO-LUMO gap (alpha / beta) comes out at 6.693 / 8.830 eV. As for the total charge: +1. The LUMO energy (alpha / beta) comes out at -5.514 / -9.172 eV. The spin multiplicity is 3.

Last column: Mulliken charge in e.
CARTESIAN COORDINATES (ANGSTROEM)
C -1.410 -0.469 0.043  0.14
C -0.039 -1.120 -0.033  -0.26
C 0.370 1.225 -0.044  -0.27
N -1.805 0.612 0.043  -0.29
N 0.780 0.058 0.070  -0.03
H -0.010 -1.929 0.808  0.33
H 0.078 -1.597 -0.992  0.30
H 1.050 2.030 -0.004  0.34
H -0.680 1.473 -0.285  0.47
H 1.665 -0.283 0.395  0.27


Which structure is the least stable? The one labeled (2).


(1)
Formula: C3H5N2
Source: the Open Molecules 2025 dataset
Level of theory: the ωB97M-V functional and the def2-TZVPD basis

The HOMO-LUMO gap (alpha / beta) comes out at 9.974 / 10.151 eV. As for the total charge: +1. The LUMO energy (alpha / beta) comes out at -3.900 / -6.474 eV. The spin multiplicity is 3.

Last column: Mulliken charge in e.
CARTESIAN COORDINATES (ANGSTROEM)
C 0.795 1.838 0.484  0.01
C -0.269 0.789 0.767  -0.35
C 1.273 0.237 -1.073  0.15
N 1.611 1.327 -0.567  -0.31
N -0.039 -0.327 -0.230  -0.31
H 0.149 0.434 1.688  0.28
H -1.290 0.998 1.005  0.44
H 1.518 -0.513 -1.914  0.35
H 0.063 -1.226 0.276  0.37
H -0.921 -0.316 -0.790  0.38


(2)
Formula: C3H5N2
Source: the Open Molecules 2025 dataset
Level of theory: the ωB97M-V functional and the def2-TZVPD basis

The HOMO-LUMO gap (alpha / beta) comes out at 6.521 / 9.008 eV. As for the total charge: +1. The LUMO energy (alpha / beta) comes out at -5.348 / -8.295 eV. The spin multiplicity is 3.

Last column: Mulliken charge in e.
CARTESIAN COORDINATES (ANGSTROEM)
C -0.063 1.181 0.121  0.25
C 1.636 0.026 -0.147  -0.45
C -0.816 -0.676 0.273  -0.13
N 0.504 -0.063 0.411  0.00
N -1.230 0.680 -0.181  -0.20
H 2.104 -0.909 -0.444  0.30
H 2.021 0.996 -0.080  0.32
H -0.981 -1.471 -0.452  0.36
H -1.136 -0.755 1.223  0.27
H -2.039 0.991 -0.723  0.28


Which structure is the least stable? The one labeled (2).


(1)
Formula: CH5N3OS
Source: the Open Molecules 2025 dataset
Level of theory: the ωB97M-V functional and the def2-TZVPD basis

The HOMO-LUMO gap comes out at 10.210 eV. The LUMO energy comes out at 0.801 eV.

Last column: Mulliken charge in e.
CARTESIAN COORDINATES (ANGSTROEM)
C 1.023 0.023 -0.203  -0.30
N 0.473 0.804 0.889  -0.35
N 0.073 -1.093 -0.210  -0.31
N -0.888 0.808 0.637  -0.38
O -2.079 -0.257 -1.304  -0.57
S -1.519 -0.707 -0.045  0.49
H 1.197 0.574 -1.121  0.27
H 2.025 -0.347 0.278  0.30
H 0.595 0.517 1.871  0.27
H 0.281 -1.914 -0.802  0.26
H -1.180 1.594 0.010  0.31


(2)
Formula: CH5N3OS
Source: the Open Molecules 2025 dataset
Level of theory: the ωB97M-V functional and the def2-TZVPD basis

Its structure (SMILES) is [H]/N=C(\NO)NS. The HOMO-LUMO gap comes out at 10.011 eV. The LUMO energy comes out at 0.653 eV.

Last column: Mulliken charge in e.
CARTESIAN COORDINATES (ANGSTROEM)
C 0.306 -0.347 -0.081  0.54
H -0.921 1.635 -1.857  0.36
H 1.382 1.037 -1.129  0.29
H 2.039 -1.089 -0.157  0.20
H -1.272 0.684 0.744  0.32
H -0.532 -1.312 2.446  0.15
N 0.497 0.556 -1.196  -0.25
N 1.210 -1.181 0.435  -0.62
N -0.928 -0.247 0.447  -0.35
O -0.332 1.795 -1.107  -0.46
S -1.449 -1.531 1.455  -0.18


Which structure is the least stable? The one labeled (2).


(1)
Formula: C4H5NOS
Source: the Open Molecules 2025 dataset
Level of theory: the ωB97M-V functional and the def2-TZVPD basis

The HOMO-LUMO gap comes out at 9.042 eV. The LUMO energy comes out at 0.773 eV.

Last column: Mulliken charge in e.
CARTESIAN COORDINATES (ANGSTROEM)
C 0.892 -0.672 0.249  -0.69
C 0.590 0.586 0.798  0.02
C 0.186 -1.372 -0.637  0.52
C -0.808 1.051 1.020  -0.85
N -0.553 -2.146 -1.252  -0.52
O -0.427 0.967 -1.767  -0.53
S -0.101 1.705 -0.549  0.36
H 1.948 -0.882 0.143  0.24
H 1.376 0.854 1.447  0.47
H -1.629 0.250 1.098  0.27
H -0.842 1.788 1.683  0.42
H -0.632 -2.129 -2.232  0.29


(2)
Formula: C4H5NOS
Source: the Open Molecules 2025 dataset
Level of theory: the ωB97M-V functional and the def2-TZVPD basis

Its structure (SMILES) is [O-][N+]#CC/C=C\S. The HOMO-LUMO gap comes out at 9.570 eV. The LUMO energy comes out at 0.532 eV.

Last column: Mulliken charge in e.
CARTESIAN COORDINATES (ANGSTROEM)
C 0.655 -0.844 -0.262  -0.22
C -0.373 -1.587 -0.599  -0.19
C 0.154 1.446 0.070  0.20
C 0.761 0.334 0.692  -0.69
N -0.218 2.341 -0.546  0.63
O -0.858 3.188 -1.077  -0.69
S -1.992 -1.547 0.156  -0.16
H 1.622 -0.910 -0.820  0.24
H -0.124 -2.287 -1.394  0.32
H -1.744 -0.697 1.124  0.10
H 0.169 0.184 1.754  0.20
H 1.947 0.379 0.900  0.26


Which structure is the least stable? The one labeled (2).


(1)
Formula: C4H5NOS
Source: the Open Molecules 2025 dataset
Level of theory: the ωB97M-V functional and the def2-TZVPD basis

Its structure (SMILES) is C=CN(C=O)C=S. The HOMO-LUMO gap comes out at 8.616 eV. The LUMO energy comes out at -0.377 eV.

Last column: Mulliken charge in e.
CARTESIAN COORDINATES (ANGSTROEM)
C -0.185 -1.700 -0.881  -1.01
C 0.245 -0.455 -0.852  0.32
C 0.640 1.695 0.181  -0.12
C -0.770 0.094 1.313  0.21
H 0.001 -2.263 -1.819  0.21
H -0.679 -2.273 -0.110  0.25
H 0.748 -0.038 -1.657  0.31
H 0.245 2.289 1.032  0.31
H -1.080 -0.968 1.285  0.20
N 0.045 0.449 0.193  0.07
O -1.030 0.899 2.150  -0.47
S 1.820 2.271 -0.835  -0.28


(2)
Formula: C4H5NOS
Source: the Open Molecules 2025 dataset
Level of theory: the ωB97M-V functional and the def2-TZVPD basis

Its structure (SMILES) is N#C[C@H](O)[C@@H]1CS1. The HOMO-LUMO gap comes out at 9.813 eV. The LUMO energy comes out at 0.405 eV.

Last column: Mulliken charge in e.
CARTESIAN COORDINATES (ANGSTROEM)
C 0.314 -0.846 -0.142  0.35
C 1.560 -0.744 0.684  0.07
C 0.033 0.589 -0.552  -0.38
C -0.914 1.374 0.490  -0.53
H -0.444 -2.319 -1.181  0.37
H -0.510 -1.029 0.724  0.22
H 0.661 1.271 -1.151  0.45
H -0.765 2.547 0.775  0.29
H -1.394 0.843 1.438  0.24
N 2.774 -0.670 0.926  -0.46
O 0.431 -1.894 -1.041  -0.52
S -1.746 0.879 -0.969  -0.11


Which structure is the least stable? The one labeled (2).


(1)
Formula: C3H2F4
Source: the Open Molecules 2025 dataset
Level of theory: the ωB97M-V functional and the def2-TZVPD basis

Its structure (SMILES) is FC(F)=CC(F)F. The HOMO-LUMO gap comes out at 11.518 eV. The LUMO energy comes out at 0.874 eV.

Last column: Mulliken charge in e.
CARTESIAN COORDINATES (ANGSTROEM)
C 0.181 0.423 -0.421  -0.38
C -1.097 0.651 -0.632  0.48
C 0.730 -0.520 0.701  0.35
F -1.597 1.394 -1.579  -0.20
F -2.061 0.189 0.205  -0.20
F 1.996 -0.404 0.987  -0.26
F 0.585 -1.797 0.220  -0.24
H 0.909 0.435 -1.238  0.25
H 0.353 -0.372 1.756  0.21


(2)
Formula: C3H2F4
Source: the Open Molecules 2025 dataset
Level of theory: the ωB97M-V functional and the def2-TZVPD basis

The HOMO-LUMO gap comes out at 9.237 eV. The LUMO energy comes out at -0.291 eV.

Last column: Mulliken charge in e.
CARTESIAN COORDINATES (ANGSTROEM)
C 0.596 0.733 0.444  0.04
C -0.096 0.668 -0.699  -0.14
C -2.294 0.143 -0.371  0.20
F 0.714 1.874 1.103  -0.21
F -0.459 1.775 -1.363  -0.23
F -2.985 1.065 0.320  -0.13
F -2.317 -0.906 0.397  -0.12
H 1.000 -0.204 0.901  0.30
H 0.024 -0.244 -1.505  0.30


Which structure is the least stable? The one labeled (2).